The following is a quantum chemistry calculation of a molecular structure, C4H5N3O in a non-equilibrium geometry, from OMol25.

As for the energy above the lowest of the compared OMol25 structures with the same formula, charge and spin: 530.3 kJ/mol. The HOMO energy comes out at -9.130 eV. The electronic energy is -10742.119 eV. As for the spin multiplicity: 1.

XYZ file:
```
13
C4H5N3O (ωB97M-V/def2-TZVPD)
C 0.46241 0.52729 -0.08362
C 1.81285 0.49473 -0.02340
C 0.14173 -0.88561 -0.04570
C -1.12587 -1.38036 0.03918
H -1.06630 1.48922 1.15969
H -0.23652 2.54409 -0.57998
H 2.45403 1.29158 0.14823
H -1.11037 -2.56081 0.22541
H -1.99463 0.23851 -0.32640
N -0.69215 1.45419 -0.11324
N 2.25255 -0.77129 -0.12727
N 1.30985 -1.68325 -0.10352
O -2.20758 -0.75829 -0.16936
```

Löwdin population analysis, charges in e, atoms 1 to 2:
1 C -0.31
2 C -0.14

The following is a quantum chemistry calculation of C4H5N3O in the gas phase in a non-equilibrium geometry, from OMol25.

The structure (SMILES) is C#C/C(=N/N)C(N)=O. As for the energy above the lowest of the compared OMol25 structures with the same formula, charge and spin: 457.9 kJ/mol. The HOMO energy comes out at -8.631 eV. The electronic energy is -10742.869 eV. As for the spin multiplicity: 1.

XYZ file:
```
13
C4H5N3O (ωB97M-V/def2-TZVPD)
C -2.69188 -0.74638 -0.02432
C -1.46838 -0.70664 -0.20965
C -0.06564 -0.53103 -0.07808
N 0.64528 -1.65606 -0.05404
N 1.91804 -1.33578 -0.05307
C 0.43561 0.84958 -0.08125
N -0.41373 1.85287 0.14937
O 1.63689 1.11870 -0.25289
H -3.76782 -0.95618 -0.08588
H 2.37146 -0.48085 0.42237
H 2.58828 -2.08910 0.40320
H 0.23900 2.76718 -0.14676
H -1.42711 1.91370 0.01102
```

Löwdin population analysis, charges in e, atoms 1 to 2:
1 C 0.12
2 C -0.11

The following is a quantum chemistry calculation of C4H5N3O in the gas phase in a non-equilibrium geometry, from OMol25.

The structure (SMILES) is C=C1N=CNC(=O)N1. As for the energy above the lowest of the compared OMol25 structures with the same formula, charge and spin: 247.7 kJ/mol. The HOMO energy comes out at -8.790 eV. The electronic energy is -10745.048 eV. As for the spin multiplicity: 1.

XYZ file:
```
13
C4H5N3O (ωB97M-V/def2-TZVPD)
C 0.98129 2.14294 -0.54263
C 0.41019 0.93346 -0.25297
N 1.18706 -0.29779 -0.69683
C 0.75910 -1.37073 -0.27193
N -0.16206 -1.61288 0.77041
C -1.22550 -0.74316 0.60885
O -2.30269 -1.16077 1.03832
N -0.83849 0.62276 0.34502
H 0.28237 2.95447 -0.64424
H 1.97457 2.12433 -0.88591
H 1.31331 -2.31572 -0.64097
H -0.49797 -2.46430 0.97023
H -1.88118 1.18737 0.20264
```

Löwdin population analysis, charges in e, atoms 1 to 2:
1 C 0.05
2 C -0.33

The following is a quantum chemistry calculation of C4H5N3O in the gas phase in a non-equilibrium geometry, from OMol25.

The structure (SMILES) is Cc1cnnc(O)n1. As for the energy above the lowest of the compared OMol25 structures with the same formula, charge and spin: 316.7 kJ/mol. The HOMO energy comes out at -9.336 eV. The electronic energy is -10744.332 eV. As for the spin multiplicity: 1.

XYZ file:
```
13
C4H5N3O (ωB97M-V/def2-TZVPD)
C -1.74156 -0.64152 0.10428
C -0.49159 0.01114 -0.18353
C -0.41398 1.38542 -0.14922
N 0.78164 2.02890 0.05142
N 1.82481 1.29022 0.07764
C 1.77098 0.00649 -0.14947
O 2.81911 -0.79772 0.01328
N 0.60235 -0.71229 -0.19169
H -2.84265 -0.46825 -0.56188
H -1.45574 -1.72386 -0.11013
H -1.98666 -0.63641 1.33510
H -1.28461 1.98299 -0.31606
H 2.41791 -1.72513 0.08028
```

Löwdin population analysis, charges in e, atoms 1 to 2:
1 C -0.09
2 C -0.43